(1)
Formula: C6H19BClCoNO2
Source: OMol25
Level of theory: wB97M-V/def2-TZVPD

The value obtained for the total energy is -2312.79013 a.u. Its HOMO energy (spin up / spin down) is -8.26 / -8.23 eV. The orbital gap (spin up / spin down) is 7.80 / 6.46 eV. The energy relative to the best compared isomer or geometry (same formula, charge and spin) is 4.909 eV. As for the expectation value of S²: 3.75. Its multiplicity is 4.

Each line ends with the Löwdin spin population.
Geometry (Å):
Co1 0.99397 -0.17869 -0.14713  2.852
B1 2.26904 0.68140 2.46775  0.015
H1 2.56457 -0.18232 1.89253  0.003
H2 1.19426 0.63742 2.38316  0.008
H3 2.73574 0.68097 3.44060  0.003
H4 2.63867 1.40193 1.75469  0.001
Cl1 2.83936 -1.73290 -2.56196  0.037
C1 0.79810 -2.93739 0.99027  0.002
O1 -0.07481 -1.85337 0.79961  0.021
C2 -1.50852 -2.16807 0.73267  0.003
C3 -2.21929 -0.86498 0.51505  0.002
N1 -1.57031 -0.16588 -0.57470  0.025
C4 -1.88433 1.24848 -0.75316  0.001
C5 -0.89911 1.82622 -1.79785  0.002
O2 0.48686 1.60804 -1.29790  0.018
C6 1.36601 2.66568 -1.75746  0.002
H5 0.64746 -3.34754 1.98886  0.001
H6 1.87677 -2.79568 0.92307  0.001
H7 0.54973 -3.84193 0.43512  0.000
H8 -1.79074 -2.52125 1.72450  0.000
H9 -1.80068 -2.82161 -0.08930  0.000
H10 -2.28888 -0.22343 1.39349  0.000
H11 -3.27178 -1.08078 0.33117  0.001
H12 -1.86428 -0.62817 -1.42321  0.000
H13 -1.75050 1.80620 0.17373  0.000
H14 -2.87683 1.37050 -1.18694  0.001
H15 -0.93501 2.91271 -1.87753  0.000
H16 -0.99496 1.46075 -2.82028  0.000
H17 1.13431 2.94485 -2.78532  0.001
H18 2.43738 2.49711 -1.64863  0.000
H19 1.19782 3.60173 -1.22491  0.000

***

(2)
Formula: C2H9NO2P2
Source: OMol25
Level of theory: wB97M-V/def2-TZVPD

The value obtained for the total energy is -969.53501 a.u. Its HOMO energy is -9.25 eV. The orbital gap is 9.92 eV. The energy relative to the best compared isomer or geometry (same formula, charge and spin) is 1.353 eV.

Each line ends with the natural charge from an NBO analysis.
Geometry (Å):
C1 2.27093 1.06912 0.99347  -1.039
C2 -1.59126 -1.58604 -0.76286  -1.095
N1 -2.98514 0.69758 -0.08188  -1.248
O1 0.25558 0.82614 -0.79219  -1.146
O2 -0.93425 -0.07182 1.44821  -1.089
P1 1.62378 0.32154 -0.49249  1.533
P2 -1.72960 -0.19546 0.21948  2.170
H1 2.98249 0.47077 1.53674  0.255
H2 2.74445 2.04232 0.72599  0.265
H3 1.42795 1.38667 1.76474  0.316
H4 -0.54111 -1.83844 -0.83592  0.251
H5 -1.99886 -2.48273 -0.33749  0.276
H6 -2.11207 -1.55147 -1.78560  0.290
H7 -3.22953 1.36782 0.68408  0.391
H8 1.49082 -1.13499 -0.64109  -0.065
H9 2.32583 0.67900 -1.64320  -0.064

***

(3)
Formula: C3H7NO2
Source: OMol25
Level of theory: wB97M-V/def2-TZVPD

The value obtained for the total energy is -323.63630 a.u. Its HOMO energy (spin up / spin down) is -9.51 / -9.51 eV. The orbital gap (spin up / spin down) is 8.62 / 8.62 eV. The energy relative to the best compared isomer or geometry (same formula, charge and spin) is 3.937 eV.

Each line ends with the natural charge from an NBO analysis.
Geometry (Å):
C1 0.87034 0.24449 0.43993  -0.312
C2 -0.41935 0.54197 0.26700  0.017
C3 -1.06735 1.86459 0.54854  -0.649
N1 -1.38893 -0.46360 -0.11748  0.138
O1 -0.95569 -1.43324 -0.70013  -0.316
H1 1.28132 -0.73565 0.21058  0.239
H2 1.55709 1.00175 0.80845  0.205
H3 -1.99526 1.71894 1.10977  0.233
H4 -0.40103 2.51273 1.12288  0.223
H5 -1.32614 2.37741 -0.38488  0.226
O2 1.75736 -2.31669 -1.18597  -0.955
H6 0.83213 -2.03854 -1.27871  0.483
H7 1.70451 -3.12380 -0.66112  0.467

***

Look up the energy relative to the best compared isomer or geometry (same formula, charge and spin) of the first one. 4.909 eV

***

Copy entry 2 word for word.
Formula: C2H9NO2P2
Source: OMol25
Level of theory: wB97M-V/def2-TZVPD

The value obtained for the total energy is -969.53501 a.u. Its HOMO energy is -9.25 eV. The orbital gap is 9.92 eV. The energy relative to the best compared isomer or geometry (same formula, charge and spin) is 1.353 eV.

Each line ends with the natural charge from an NBO analysis.
Geometry (Å):
C1 2.27093 1.06912 0.99347  -1.039
C2 -1.59126 -1.58604 -0.76286  -1.095
N1 -2.98514 0.69758 -0.08188  -1.248
O1 0.25558 0.82614 -0.79219  -1.146
O2 -0.93425 -0.07182 1.44821  -1.089
P1 1.62378 0.32154 -0.49249  1.533
P2 -1.72960 -0.19546 0.21948  2.170
H1 2.98249 0.47077 1.53674  0.255
H2 2.74445 2.04232 0.72599  0.265
H3 1.42795 1.38667 1.76474  0.316
H4 -0.54111 -1.83844 -0.83592  0.251
H5 -1.99886 -2.48273 -0.33749  0.276
H6 -2.11207 -1.55147 -1.78560  0.290
H7 -3.22953 1.36782 0.68408  0.391
H8 1.49082 -1.13499 -0.64109  -0.065
H9 2.32583 0.67900 -1.64320  -0.064

***

Which of these has the highest energy relative to the best compared isomer or geometry (same formula, charge and spin)? C6H19BClCoNO2